Computed, not measured: a 35-piece molecular cluster, C24H111NO38P2Si overall at a distorted geometry, with ωB97M-V/def2-TZVPD.

Bonds (Å) are listed after each position.
Geometry (Å):
1 P 0.305 -3.940 2.873  P2 2.353, O16 1.592, O19 1.609, N42 1.569
2 P 1.615 -3.825 0.922  P1 2.353, O35 1.701, C49 1.811, C63 1.831, C64 1.729
3 Si -3.203 1.054 1.341  C52 1.876, C55 1.867, C58 1.864, C60 1.885
4 O -0.991 3.204 -7.323  H87 0.963, H89 0.965
5 O -6.374 -4.882 -0.861  H73 0.962, H105 0.965
6 O -0.278 0.291 -6.008  H159 0.965, H176 0.963
7 O 4.808 -1.980 5.058  H109 0.961, H111 0.967
8 O 2.855 -7.032 0.007  C50 1.206
9 O 2.456 8.494 0.985  H76 0.965, H103 0.962
10 O -1.018 -7.234 4.969  H128 0.964, H146 0.961
11 O 1.270 5.274 2.894  H77 0.961, H152 0.962
12 O 2.485 4.180 5.617  H78 0.963, H107 0.966
13 O -0.817 4.632 1.082  H116 0.968, H172 0.966
14 O 6.720 3.608 1.714  H72 0.962, H115 0.962
15 O -4.727 9.896 -2.918  H83 0.961, H134 0.965
16 O -0.754 -5.107 2.644  P1 1.592, H117 0.968
17 O 6.503 1.768 7.517  H86 0.963, H149 0.962
18 O 2.988 -2.435 7.303  H112 0.965, H147 0.967
19 O 1.212 -4.463 4.095  P1 1.609, H80 0.962
20 O 1.254 2.385 -4.464  H95 0.962, H99 0.968
21 O 0.064 6.209 -1.325  H92 0.961, H142 0.967
22 O -4.495 -6.071 -8.199  H98 0.963, H157 0.963
23 O -4.323 -9.040 -8.388  H70 0.962, H168 0.962
24 O 2.833 -1.835 10.181  H104 0.961, H138 0.963
25 O -7.373 -1.909 3.672  H68 0.961, H84 0.964
26 O 0.399 2.911 -1.487  H67 0.963, H94 0.965
27 O -1.741 6.500 -4.120  H85 0.961, H97 0.968
28 O 2.920 5.122 -3.835  H100 0.963, H166 0.962
29 O -1.406 -4.798 -3.930  H88 0.960, H131 0.963
30 O -4.232 -5.293 -4.797  H123 0.966, H133 0.962
31 O 1.907 0.869 7.027  H71 0.968, H164 0.962
32 O -2.839 4.081 -5.549  H124 0.963, H144 0.967
33 O 0.279 9.377 -4.018  H154 0.962, H175 0.963
34 O 2.741 7.484 -1.954  H140 0.965, H153 0.964
35 O 2.531 -3.760 -0.510  P2 1.701, C45 1.414
36 O -3.046 -6.783 -1.216  H136 0.965, H167 0.964
37 O -2.915 -1.704 -4.987  H102 0.963, H161 0.965
38 O -2.579 -4.291 -7.071  H90 0.964, H155 0.963
39 O -2.580 9.176 -5.024  H163 0.967, H165 0.960
40 O 4.323 1.770 5.592  H122 0.962, H139 0.967
41 O 4.594 1.868 0.605  H101 0.961, H170 0.963
42 N -0.467 -2.615 3.206  P1 1.569, H169 1.010
43 C -3.956 -2.886 0.434  C46 1.376, C66 1.365, H93 1.070
44 C 1.632 1.301 2.247  C54 1.543, C65 1.540, H129 1.070, H143 1.075
45 C 2.054 -2.913 -1.537  O35 1.414, C59 1.512, H82 1.073, H135 1.082
46 C -4.254 -3.471 1.644  C43 1.376, C61 1.370, H114 1.070
47 C 2.760 -1.986 2.727  C49 1.511, C51 1.511, H126 1.064, H150 1.074
48 C -0.397 0.689 0.788  C55 1.526, C65 1.519, H81 1.076, H118 1.076
49 C 2.069 -2.136 1.392  P2 1.811, C47 1.511, H121 1.077, H162 1.064
50 C 3.279 -5.973 0.396  O8 1.206, C63 1.483, H119 1.087
51 C 3.362 -0.600 2.727  C47 1.511, C54 1.521, H130 1.076, H174 1.067
52 C -4.642 1.766 0.372  Si3 1.876, H79 1.073, H110 1.077, H141 1.071
53 C -3.879 -1.376 2.698  C60 1.364, C61 1.369, H173 1.069
54 C 2.379 0.424 3.273  C44 1.543, C51 1.521, H96 1.068, H127 1.077
55 C -1.673 1.384 0.322  Si3 1.867, C48 1.526, H137 1.075, H160 1.066
56 C 3.124 -2.263 -3.732  C59 1.499, C62 1.528, H113 1.071, H171 1.075
57 C -0.798 -4.387 -0.589  C64 1.178, H74 1.043
58 C -3.175 1.792 3.053  Si3 1.864, H91 1.074, H108 1.077, H158 1.074
59 C 3.196 -2.210 -2.235  C45 1.512, C56 1.499, H132 1.075, H145 1.072
60 C -3.593 -0.783 1.503  Si3 1.885, C53 1.364, C66 1.379
61 C -4.214 -2.701 2.776  C46 1.370, C53 1.369, H125 1.070
62 C 1.771 -1.770 -4.245  C56 1.528, H75 1.073, H151 1.071, H177 1.070
63 C 2.627 -5.235 1.505  P2 1.831, C50 1.483, H120 1.071, H156 1.069
64 C 0.174 -4.237 0.059  P2 1.729, C57 1.178
65 C 0.108 1.102 2.160  C44 1.540, C48 1.519, H69 1.073, H148 1.076
66 C -3.630 -1.563 0.366  C43 1.365, C60 1.379, H106 1.067
67 H 0.861 3.498 -0.880  O26 0.963
68 H -7.894 -2.629 3.306  O25 0.961
69 H -0.370 2.023 2.430  C65 1.073
70 H -4.274 -9.362 -7.483  O23 0.962
71 H 2.691 1.272 6.629  O31 0.968
72 H 6.255 4.449 1.677  O14 0.962
73 H -5.814 -4.799 -1.639  O5 0.962
74 H -1.565 -4.563 -1.274  C57 1.043
75 H 1.211 -2.567 -4.696  C62 1.073
76 H 2.083 7.696 0.591  O9 0.965
77 H 1.966 5.766 3.339  O11 0.961
78 H 2.496 3.797 6.500  O12 0.963
79 H -4.663 1.262 -0.575  C52 1.073
80 H 1.156 -3.849 4.833  O19 0.962
81 H -0.614 -0.366 0.802  C48 1.076
82 H 1.468 -3.471 -2.242  C45 1.073
83 H -4.956 9.019 -2.599  O15 0.961
84 H -6.479 -2.067 3.347  O25 0.964
85 H -2.566 6.981 -4.010  O27 0.961
86 H 6.222 1.383 8.354  O17 0.963
87 H -0.220 3.627 -6.931  O4 0.963
88 H -1.988 -4.717 -4.689  O29 0.960
89 H -1.174 2.464 -6.733  O4 0.965
90 H -3.071 -4.874 -6.482  O38 0.964
91 H -2.893 2.827 3.027  C58 1.074
92 H 0.912 6.588 -1.573  O21 0.961
93 H -3.978 -3.467 -0.464  C43 1.070
94 H 0.912 2.930 -2.304  O26 0.965
95 H 2.125 2.207 -4.832  O20 0.962
96 H 2.992 1.012 3.919  C54 1.068
97 H -1.987 5.689 -4.587  O27 0.968
98 H -5.107 -6.775 -8.438  O22 0.963
99 H 0.697 1.671 -4.805  O20 0.968
100 H 2.137 5.635 -3.610  O28 0.963
101 H 4.978 2.014 -0.264  O41 0.961
102 H -2.871 -2.041 -4.086  O37 0.963
103 H 1.682 9.022 1.203  O9 0.962
104 H 2.874 -1.984 11.130  O24 0.961
105 H -5.938 -4.315 -0.213  O5 0.965
106 H -3.399 -1.124 -0.579  C66 1.067
107 H 2.705 3.441 5.036  O12 0.966
108 H -4.169 1.748 3.464  C58 1.077
109 H 5.556 -2.198 5.622  O7 0.961
110 H -5.557 1.491 0.870  C52 1.077
111 H 4.058 -2.413 5.487  O7 0.967
112 H 2.660 -1.534 7.192  O18 0.965
113 H 3.879 -1.601 -4.103  C56 1.071
114 H -4.507 -4.510 1.684  C46 1.070
115 H 7.599 3.821 2.040  O14 0.962
116 H -0.062 5.007 1.557  O13 0.968
117 H -1.583 -4.761 3.005  O16 0.968
118 H 0.371 0.864 0.056  C48 1.076
119 H 4.175 -5.548 -0.050  C50 1.087
120 H 3.335 -4.877 2.225  C63 1.071
121 H 1.167 -1.549 1.418  C49 1.077
122 H 4.705 2.653 5.592  O40 0.962
123 H -4.829 -5.207 -5.552  O30 0.966
124 H -2.976 3.192 -5.207  O32 0.963
125 H -4.438 -3.155 3.718  C61 1.070
126 H 2.044 -1.974 3.513  C47 1.064
127 H 1.626 -0.069 3.865  C54 1.077
128 H -0.834 -6.533 4.333  O10 0.964
129 H 2.101 1.219 1.288  C44 1.070
130 H 3.634 -0.297 1.731  C51 1.076
131 H -1.894 -5.381 -3.339  O29 0.963
132 H 3.159 -1.171 -1.963  C59 1.075
133 H -4.711 -5.872 -4.195  O30 0.962
134 H -4.137 9.742 -3.667  O15 0.965
135 H 1.403 -2.153 -1.128  C45 1.082
136 H -3.762 -7.196 -0.717  O36 0.965
137 H -1.848 1.111 -0.703  C55 1.075
138 H 2.480 -0.945 10.085  O24 0.963
139 H 5.058 1.198 5.847  O40 0.967
140 H 3.211 8.074 -1.352  O34 0.965
141 H -4.569 2.826 0.234  C52 1.071
142 H -0.480 6.392 -2.103  O21 0.967
143 H 1.811 2.315 2.559  C44 1.075
144 H -2.211 3.970 -6.275  O32 0.967
145 H 4.122 -2.582 -1.844  C59 1.072
146 H -0.535 -6.973 5.758  O10 0.961
147 H 3.023 -2.556 8.261  O18 0.967
148 H -0.208 0.352 2.865  C65 1.076
149 H 6.203 2.680 7.571  O17 0.962
150 H 3.491 -2.751 2.908  C47 1.074
151 H 1.901 -1.031 -5.009  C62 1.071
152 H 1.016 4.593 3.523  O11 0.962
153 H 3.268 7.478 -2.760  O34 0.964
154 H 0.646 10.264 -3.952  O33 0.962
155 H -3.200 -4.127 -7.789  O38 0.963
156 H 1.966 -5.933 1.973  C63 1.069
157 H -3.686 -6.312 -8.662  O22 0.963
158 H -2.523 1.264 3.723  C58 1.074
159 H -0.494 -0.567 -5.624  O6 0.965
160 H -1.527 2.439 0.330  C55 1.066
161 H -2.809 -2.488 -5.540  O37 0.965
162 H 2.693 -1.713 0.640  C49 1.064
163 H -1.949 9.127 -4.294  O39 0.967
164 H 1.189 1.067 6.417  O31 0.962
165 H -2.018 9.335 -5.786  O39 0.960
166 H 2.555 4.344 -4.268  O28 0.962
167 H -2.252 -6.992 -0.711  O36 0.964
168 H -4.229 -9.826 -8.933  O23 0.962
169 H -0.270 -2.220 4.114  N42 1.010
170 H 5.357 1.801 1.188  O41 0.963
171 H 3.332 -3.246 -4.115  C56 1.075
172 H -0.974 5.286 0.389  O13 0.966
173 H -3.865 -0.811 3.605  C53 1.069
174 H 4.253 -0.577 3.313  C51 1.067
175 H 0.910 8.814 -3.557  O33 0.963
176 H 0.140 0.082 -6.850  O6 0.963
177 H 1.180 -1.319 -3.475  C62 1.070

2S+1 = 1
E_tot = -4867.1088 Eh
E_HOMO = -7.99 eV